Formula: C3H9N2S
Source: OMol25
Level of theory: ωB97M-V/def2-TZVPD

Positions of all 15 atoms, in Å:
N (0.94, 0.54, 1.20)
C (0.23, -0.20, 0.17)
C (1.20, -0.69, -1.09)
S (2.66, -1.33, -0.25)
C (-1.00, 0.55, -0.40)
N (-2.26, 0.56, 0.35)
H (0.72, 0.07, 2.11)
H (1.88, 0.60, 0.78)
H (0.00, -1.11, 0.79)
H (0.58, -1.24, -1.86)
H (1.50, 0.24, -1.57)
H (-0.55, 1.56, -0.47)
H (-1.26, 0.24, -1.46)
H (-2.12, 0.66, 1.30)
H (-2.53, -0.45, 0.38)

Results
LUMO energy (alpha / beta) ... 0.92 / -2.11 eV
Energy relative to the best compared isomer or geometry (same formula, charge and spin) ... 1.193 eV
Multiplicity ... 2
Highest occupied orbital energy (alpha / beta) ... -0.3365 / -0.3290 hartree
⟨S²⟩ ... 0.753

Here are the Mulliken charges for atoms 1 to 6, given in e:
1. N -0.55
2. C -0.22
3. C -0.70
4. S -0.14
5. C -0.65
6. N -0.68

---

Formula: C4H9NO
Source: OMol25
Level of theory: ωB97M-V/def2-TZVPD

Positions of all 15 atoms, in Å:
C (-1.41, 0.11, 0.95)
C (-0.24, -0.44, 0.13)
C (-0.52, -0.47, -1.37)
N (0.98, 0.36, 0.41)
C (2.25, 0.10, -0.33)
O (2.03, -0.28, 1.09)
H (-2.30, -0.51, 0.81)
H (-1.66, 1.13, 0.63)
H (-1.18, 0.13, 2.02)
H (0.02, -1.44, 0.48)
H (0.40, -0.74, -1.89)
H (-0.88, 0.49, -1.73)
H (-1.29, -1.22, -1.58)
H (0.80, 1.24, 0.91)
H (2.78, 1.07, -0.27)

Results
LUMO energy ... 0.81 eV
Energy relative to the best compared isomer or geometry (same formula, charge and spin) ... 5.605 eV
Highest occupied orbital energy ... -0.2844 hartree

Here are the Mulliken charges for atoms 1 to 6, given in e:
1. C -1.41
2. C 0.46
3. C -1.37
4. N 0.19
5. C -0.48
6. O -0.39

---

Formula: C3H2NO2S
Source: OMol25
Level of theory: ωB97M-V/def2-TZVPD

Positions of all 9 atoms, in Å:
C (-1.89, 1.57, 0.01)
C (-0.05, -2.19, 0.07)
C (0.77, -1.30, 0.12)
N (-2.84, 2.12, 0.47)
O (0.96, 1.31, -0.43)
O (3.08, -0.01, -0.47)
S (1.86, 0.37, 0.29)
H (-0.93, -2.91, 0.07)
H (-0.96, 1.05, -0.13)

Results
LUMO energy ... 3.90 eV
Energy relative to the best compared isomer or geometry (same formula, charge and spin) ... 3.303 eV
Highest occupied orbital energy ... -0.1704 hartree
Charge ... -1

Here are the Mulliken charges for atoms 1 to 6, given in e:
1. C 0.30
2. C 0.20
3. C -0.78
4. N -0.46
5. O -0.64
6. O -0.59

---

Formula: C17H12BrN3OSn
Source: OMol25
Level of theory: ωB97M-V/def2-TZVPD

Positions of all 35 atoms, in Å:
Sn (3.48, 2.06, 0.01)
O (8.89, 5.05, 0.01)
C (7.85, 4.28, 0.00)
C (7.89, 2.87, -0.03)
C (6.71, 2.17, -0.03)
N (5.50, 2.80, 0.00)
C (5.50, 4.15, 0.04)
Br (3.71, 4.84, 0.08)
C (6.59, 4.94, 0.04)
H (9.75, 4.59, -0.02)
H (8.83, 2.33, -0.06)
H (6.71, 1.09, -0.06)
H (6.55, 6.03, 0.07)
C (-6.36, 0.52, -0.09)
C (-5.02, 0.90, -0.02)
N (-3.96, 0.04, -0.03)
C (-4.20, -1.23, 0.03)
C (-5.55, -1.75, 0.06)
C (-6.65, -0.81, 0.00)
C (-5.76, -3.09, 0.02)
C (-4.63, -4.03, 0.04)
C (-3.34, -3.60, -0.02)
C (-2.25, -4.53, 0.00)
C (-0.97, -4.03, 0.02)
C (-0.82, -2.64, -0.02)
N (-1.83, -1.72, 0.00)
C (-3.04, -2.19, -0.02)
H (-7.14, 1.27, -0.13)
H (-4.76, 1.95, 0.06)
H (-7.67, -1.18, 0.04)
H (-6.77, -3.50, -0.05)
H (-4.86, -5.09, 0.11)
H (-2.44, -5.60, 0.00)
H (-0.11, -4.68, 0.03)
H (0.17, -2.22, -0.07)

Results
LUMO energy ... -15.02 eV
Energy relative to the best compared isomer or geometry (same formula, charge and spin) ... 2.952 eV
Highest occupied orbital energy ... -0.7588 hartree
Charge ... +4

Here are the Mulliken charges for atoms 1 to 6, given in e:
1. Sn 1.10
2. O -0.39
3. C 0.96
4. C -0.66
5. C -0.20
6. N -0.53

---

Formula: C6H13NO
Source: OMol25
Level of theory: ωB97M-V/def2-TZVPD

Positions of all 21 atoms, in Å:
H (-0.45, -2.82, 0.25)
N (-1.20, -2.45, -0.33)
C (-1.76, -1.42, 0.11)
C (-1.52, -0.70, 1.40)
H (-2.55, -1.00, -0.51)
H (-1.44, 0.37, 1.24)
H (-0.62, -1.07, 1.89)
H (-2.37, -0.88, 2.06)
C (0.00, 1.58, -1.36)
C (0.77, 0.27, -1.39)
C (1.31, -0.22, -0.06)
C (1.72, 0.84, 0.94)
O (1.45, -1.39, 0.17)
H (-0.86, 1.51, -0.70)
H (-0.37, 1.80, -2.36)
H (0.62, 2.41, -1.04)
H (1.64, 0.37, -2.04)
H (0.15, -0.53, -1.80)
H (2.17, 0.37, 1.81)
H (2.44, 1.52, 0.48)
H (0.86, 1.43, 1.24)

Results
LUMO energy ... 0.87 eV
Energy relative to the best compared isomer or geometry (same formula, charge and spin) ... 1.330 eV
Highest occupied orbital energy ... -0.3514 hartree

Here are the Mulliken charges for atoms 1 to 6, given in e:
1. H 0.29
2. N -0.61
3. C 0.00
4. C -0.82
5. H 0.38
6. H 0.15

---

Formula: C3H5NO
Source: OMol25
Level of theory: ωB97M-V/def2-TZVPD

Positions of all 10 atoms, in Å:
C (-1.20, -0.29, 0.62)
C (-2.63, 1.59, 0.06)
C (-0.26, -1.35, 0.95)
N (-2.77, 0.56, -0.61)
O (-1.61, -0.35, -0.72)
H (-1.99, 0.11, 1.23)
H (0.67, -1.33, 0.28)
H (-0.81, -2.17, 0.41)
H (-0.02, -1.61, 2.05)
H (-3.54, 0.16, -1.10)

Results
LUMO energy (alpha / beta) ... -0.23 / 0.82 eV
Energy relative to the best compared isomer or geometry (same formula, charge and spin) ... 7.560 eV
Highest occupied orbital energy (alpha / beta) ... -0.2732 / -0.3093 hartree

Here are the Mulliken charges for atoms 1 to 6, given in e:
1. C -0.08
2. C -0.24
3. C -0.77
4. N 0.07
5. O -0.31
6. H 0.33

---

Formula: C4H5NO3
Source: OMol25
Level of theory: ωB97M-V/def2-TZVPD

Positions of all 13 atoms, in Å:
C (-1.11, 2.56, -1.25)
N (-0.29, 1.67, -0.68)
O (-0.77, 0.31, -1.14)
C (-0.17, -0.67, -0.37)
O (-0.10, -1.76, -0.77)
C (0.61, -0.19, 0.80)
C (0.19, -1.12, 1.89)
O (1.73, -0.90, 1.33)
H (-1.98, 2.22, -1.98)
H (-0.46, 3.48, -0.82)
H (0.43, 1.00, 1.13)
H (0.03, -0.77, 2.99)
H (0.02, -2.27, 1.61)

Results
LUMO energy ... 0.33 eV
Energy relative to the best compared isomer or geometry (same formula, charge and spin) ... 6.736 eV
Highest occupied orbital energy ... -0.3751 hartree

Here are the Mulliken charges for atoms 1 to 6, given in e:
1. C -0.28
2. N -0.25
3. O -0.25
4. C 0.32
5. O -0.48
6. C 0.43

---

Formula: C6H12NO
Source: OMol25
Level of theory: ωB97M-V/def2-TZVPD

Positions of all 20 atoms, in Å:
C (2.25, 0.69, -0.65)
O (2.82, -0.13, -1.56)
C (1.09, -0.04, 0.14)
C (0.01, -0.33, -0.96)
C (-0.73, -0.43, 0.31)
C (-1.68, 0.57, 0.69)
C (-3.13, 0.40, 0.35)
N (1.70, -1.23, 0.76)
H (1.96, 1.62, -1.14)
H (3.00, 0.95, 0.16)
H (0.93, 0.70, 0.93)
H (-0.45, 0.50, -1.48)
H (0.22, -1.17, -1.62)
H (-0.56, -1.43, 0.72)
H (-1.47, 1.00, 1.68)
H (-3.77, 1.28, 0.26)
H (-3.13, -0.07, -0.64)
H (-3.73, -0.33, 0.94)
H (2.56, -0.86, 1.16)
H (2.08, -1.70, -0.07)

Results
LUMO energy ... 3.90 eV
Energy relative to the best compared isomer or geometry (same formula, charge and spin) ... 4.415 eV
Highest occupied orbital energy ... -0.0843 hartree
Charge ... -1

Here are the Mulliken charges for atoms 1 to 6, given in e:
1. C -0.80
2. O -0.85
3. C 0.35
4. C -0.78
5. C -0.12
6. C -0.55

---

Formula: C19H44BN2O8S
Source: OMol25
Level of theory: ωB97M-V/def2-TZVPD

Positions of all 75 atoms, in Å:
C (0.65, -2.30, 2.04)
B (1.15, -1.10, 1.04)
O (1.97, -1.34, -0.12)
C (0.63, 0.39, 1.40)
C (1.65, 1.56, 1.78)
N (0.64, 2.65, 2.09)
C (-0.46, 2.52, 1.33)
C (-1.78, 3.46, 1.40)
C (-3.04, 2.45, 1.27)
O (-4.04, 2.67, 2.32)
C (-4.75, 1.41, 2.36)
O (-4.86, 0.72, 3.38)
C (-0.21, 1.25, 0.33)
N (0.70, 1.79, -0.73)
C (0.23, 1.51, -1.91)
S (-0.06, 1.07, -3.47)
H (1.04, -3.32, 1.74)
H (0.95, -1.99, 3.13)
H (-0.51, -2.33, 2.06)
H (1.44, -1.97, -0.67)
H (-0.10, 0.38, 2.30)
H (2.19, 1.20, 2.73)
H (2.52, 1.82, 1.09)
H (0.84, 3.35, 2.81)
H (-1.78, 3.89, 2.47)
H (-1.77, 4.28, 0.62)
H (-2.72, 1.35, 1.39)
H (-3.50, 2.55, 0.23)
H (-5.18, 1.06, 1.35)
H (-1.19, 0.74, 0.01)
C (4.98, -1.75, 4.92)
C (3.61, -1.20, 4.59)
O (2.69, -2.27, 4.36)
H (5.35, -2.38, 4.10)
H (5.70, -0.95, 5.09)
H (4.94, -2.38, 5.81)
H (3.65, -0.59, 3.69)
H (3.23, -0.58, 5.41)
H (2.66, -2.80, 5.17)
C (-4.11, 2.29, -5.09)
C (-4.68, 2.71, -3.74)
O (-3.69, 2.56, -2.73)
H (-3.77, 1.25, -5.06)
H (-4.86, 2.39, -5.87)
H (-3.24, 2.90, -5.35)
H (-5.53, 2.08, -3.48)
H (-5.01, 3.75, -3.76)
H (-2.94, 3.13, -2.96)
C (0.06, -2.62, -6.39)
C (0.85, -2.81, -5.11)
O (1.50, -1.60, -4.75)
H (0.73, -2.30, -7.20)
H (-0.44, -3.55, -6.69)
H (-0.69, -1.84, -6.27)
H (1.62, -3.58, -5.25)
H (0.19, -3.12, -4.29)
H (0.82, -0.93, -4.62)
C (-2.45, -0.08, -9.12)
C (-3.02, 0.34, -7.78)
O (-2.03, 0.19, -6.76)
H (-2.11, -1.12, -9.09)
H (-3.20, 0.02, -9.91)
H (-1.58, 0.53, -9.38)
H (-3.87, -0.29, -7.51)
H (-3.35, 1.38, -7.80)
H (-1.29, 0.76, -7.00)
C (3.72, -1.84, 10.04)
C (4.38, -2.24, 8.74)
O (5.33, -1.26, 8.34)
H (3.22, -0.87, 9.93)
H (2.98, -2.58, 10.35)
H (4.46, -1.72, 10.83)
H (3.64, -2.33, 7.94)
H (4.89, -3.20, 8.84)
H (5.99, -1.19, 9.04)

Results
LUMO energy ... -4.28 eV
Energy relative to the best compared isomer or geometry (same formula, charge and spin) ... 2.769 eV
Highest occupied orbital energy ... -0.4400 hartree
Charge ... +1

Here are the Mulliken charges for atoms 1 to 6, given in e:
1. C -0.79
2. B 0.50
3. O -0.63
4. C -0.16
5. C -0.76
6. N -0.09

---

Formula: C14H26AsO3PPdS
Source: OMol25
Level of theory: ωB97M-V/def2-TZVPD

Positions of all 47 atoms, in Å:
Pd (-0.03, 0.79, -1.27)
C (2.29, -0.50, 0.13)
O (2.36, -0.99, -1.20)
C (1.43, -0.45, -2.09)
O (1.48, -0.95, -3.20)
H (3.15, -0.92, 0.66)
H (1.38, -0.82, 0.64)
H (2.36, 0.59, 0.16)
C (-3.08, -1.05, -0.57)
P (-1.43, -1.05, -1.35)
C (-1.88, -1.21, -3.11)
C (-0.80, -2.71, -0.94)
H (-3.62, -1.96, -0.85)
H (-3.63, -0.18, -0.92)
H (-2.98, -1.01, 0.51)
H (-2.45, -2.12, -3.29)
H (-0.96, -1.22, -3.70)
H (-2.47, -0.34, -3.41)
H (-1.52, -3.48, -1.22)
H (-0.63, -2.75, 0.14)
H (0.14, -2.86, -1.46)
S (-1.67, -1.86, 2.73)
C (-0.34, -1.61, 3.83)
C (0.62, -0.60, 3.61)
C (1.68, -0.39, 4.47)
C (1.85, -1.19, 5.60)
C (0.92, -2.20, 5.84)
C (-0.15, -2.40, 4.98)
H (0.50, 0.03, 2.74)
H (2.39, 0.40, 4.26)
H (2.68, -1.03, 6.28)
H (1.02, -2.83, 6.72)
H (-0.87, -3.19, 5.18)
C (1.93, 2.57, -3.67)
As (1.03, 2.84, -1.94)
C (-1.57, 1.89, -0.34)
C (-0.33, 4.11, -2.57)
O (2.07, 3.74, -0.99)
H (1.28, 2.04, -4.36)
H (2.82, 1.97, -3.49)
H (2.22, 3.55, -4.07)
H (-2.40, 2.14, -1.02)
H (-1.19, 2.85, 0.04)
H (-1.95, 1.31, 0.50)
H (-1.03, 3.62, -3.25)
H (0.19, 4.93, -3.08)
H (-0.87, 4.50, -1.71)

Results
LUMO energy ... 5.15 eV
Energy relative to the best compared isomer or geometry (same formula, charge and spin) ... 0.000 eV
Highest occupied orbital energy ... -0.0422 hartree
Charge ... -2

Here are the Mulliken charges for atoms 1 to 6, given in e:
1. Pd -0.05
2. C -0.41
3. O -0.32
4. C 0.15
5. O -0.63
6. H 0.30

---

Formula: C18H15ClIN2O2SSc
Source: OMol25
Level of theory: ωB97M-V/def2-TZVPD

Positions of all 41 atoms, in Å:
Sc (-0.93, -0.18, 0.59)
Cl (5.35, 2.95, 1.25)
C (3.74, 2.36, 1.48)
C (3.06, 2.68, 2.62)
C (1.74, 2.20, 2.84)
I (0.74, 2.69, 4.59)
C (1.11, 1.41, 1.91)
O (-0.10, 0.91, 2.03)
C (1.83, 1.10, 0.72)
N (1.15, 0.33, -0.18)
C (1.74, -0.02, -1.30)
C (3.05, 0.38, -1.61)
C (3.74, 1.16, -0.73)
C (3.14, 1.55, 0.48)
H (3.53, 3.30, 3.37)
H (1.17, -0.64, -1.98)
H (3.49, 0.06, -2.54)
H (4.75, 1.48, -0.95)
C (-3.52, -1.91, 3.24)
C (-3.72, -0.76, 2.28)
O (-2.50, -0.01, 2.10)
H (-4.45, -2.46, 3.36)
H (-3.22, -1.55, 4.23)
H (-2.75, -2.59, 2.87)
H (-4.49, -0.07, 2.63)
H (-3.99, -1.11, 1.29)
H (-2.16, 0.34, 2.93)
N (-0.70, -3.56, 0.89)
C (-0.75, -2.40, 0.81)
S (-2.59, 0.64, -1.01)
C (-1.58, -0.09, -2.29)
C (-0.98, 0.71, -3.26)
C (-0.22, 0.15, -4.27)
C (-0.02, -1.23, -4.32)
C (-0.61, -2.04, -3.36)
C (-1.39, -1.48, -2.35)
H (-1.13, 1.78, -3.22)
H (0.23, 0.79, -5.02)
H (0.58, -1.67, -5.11)
H (-0.47, -3.11, -3.38)
H (-1.88, -2.13, -1.64)

Results
LUMO energy ... -0.82 eV
Energy relative to the best compared isomer or geometry (same formula, charge and spin) ... 0.025 eV
Highest occupied orbital energy ... -0.3099 hartree

Here are the Mulliken charges for atoms 1 to 6, given in e:
1. Sc 0.54
2. Cl -0.25
3. C 0.48
4. C -0.55
5. C -0.31
6. I 0.05

---

Formula: C7H15NO2
Source: OMol25
Level of theory: ωB97M-V/def2-TZVPD

Positions of all 25 atoms, in Å:
C (0.04, 1.74, 0.19)
C (0.17, 0.15, -2.09)
C (-1.09, 2.33, 1.01)
C (-0.75, 0.25, -0.89)
O (-1.95, 0.42, -1.06)
H (0.17, 2.31, -0.73)
H (1.01, 1.84, 0.67)
H (-0.10, -0.72, -2.69)
H (0.05, 1.05, -2.69)
H (1.22, 0.12, -1.82)
H (-1.28, 1.74, 1.92)
H (-2.02, 2.34, 0.44)
H (-0.88, 3.36, 1.31)
C (-0.58, -2.39, -0.08)
C (1.93, -0.89, 0.67)
N (-0.58, -0.99, 0.35)
C (0.57, -0.43, 1.14)
O (0.37, -0.15, 2.31)
H (-1.39, -0.78, 0.93)
H (-1.58, -2.65, -0.43)
H (-0.30, -3.07, 0.73)
H (0.13, -2.51, -0.90)
H (2.09, -1.92, 0.99)
H (2.68, -0.26, 1.13)
H (2.06, -0.88, -0.41)

Results
LUMO energy ... 0.60 eV
Energy relative to the best compared isomer or geometry (same formula, charge and spin) ... 3.819 eV
Highest occupied orbital energy ... -0.2912 hartree

Here are the Mulliken charges for atoms 1 to 6, given in e:
1. C -0.68
2. C -1.51
3. C -1.13
4. C 0.91
5. O -0.71
6. H 0.48

---

Q: Among the records above, which one has the lowest energy relative to the best compared isomer or geometry (same formula, charge and spin)?
A: C14H26AsO3PPdS

---

Q: What is the formula in the eleventh record?
A: C18H15ClIN2O2SSc

---

Q: What is the formula in the twelfth record?
A: C7H15NO2